# 1
Formula: C4H8O2
Source: the OMol25 dataset
Level of theory: the ωB97M-V functional and the def2-TZVPD basis

Structure (XYZ):
```
14
C4H8O2 the ωB97M-V functional and the def2-TZVPD basis
C 1.540 -0.147 -0.186
C 0.350 -0.267 0.756
C -0.565 0.943 0.770
O -0.555 1.777 -0.106
C -0.798 -1.077 0.177
O -0.940 -1.232 -1.015
H 2.178 -1.033 -0.116
H 1.187 -0.070 -1.216
H 2.139 0.741 0.038
H 0.604 -0.578 1.777
H -1.373 0.945 1.525
H -1.598 -1.377 0.876
H -1.009 1.007 -1.534
H -1.182 0.311 -1.770
```

Output
SMILES string: CC(C=O)C=O.[H][H]
Energy relative to the best compared isomer or geometry (same formula, charge and spin) in kcal/mol: 80.5
Total energy in a.u.: -307.58412
Net charge: 0
HOMO-LUMO gap in eV: 10.136
LUMO energy in eV: 0.03

Per-atom natural (NBO) charges, elementary charge units:
1. C -0.616
2. C -0.407
3. C 0.412
4. O -0.495
5. C 0.409
6. O -0.494
7. H 0.219
8. H 0.246
9. H 0.224
10. H 0.235
11. H 0.128
12. H 0.129
13. H 0.010
14. H 0.000

# 2
Formula: C4H8O2
Source: the OMol25 dataset
Level of theory: the ωB97M-V functional and the def2-TZVPD basis

Structure (XYZ):
```
14
C4H8O2 the ωB97M-V functional and the def2-TZVPD basis
C -0.493 -0.679 -1.673
O 0.076 -1.207 -0.494
C 1.103 -0.403 0.024
C 0.584 0.798 0.810
C -0.747 0.608 1.503
O 1.240 1.812 0.893
H 0.001 -1.084 -2.566
H -1.546 -0.962 -1.689
H -0.413 0.416 -1.709
H 1.666 -1.021 0.736
H 1.796 -0.045 -0.750
H -0.816 1.296 2.347
H -0.881 -0.428 1.826
H -1.559 0.836 0.802
```

Output
SMILES string: COCC(C)=O
Energy relative to the best compared isomer or geometry (same formula, charge and spin) in kcal/mol: 32.2
Total energy in a.u.: -307.66111
Net charge: 0
HOMO-LUMO gap in eV: 10.338
LUMO energy in eV: 0.88

Per-atom natural (NBO) charges, elementary charge units:
1. C -0.256
2. O -0.537
3. C -0.173
4. C 0.568
5. C -0.730
6. O -0.534
7. H 0.178
8. H 0.193
9. H 0.170
10. H 0.215
11. H 0.195
12. H 0.237
13. H 0.234
14. H 0.240

# 3
Formula: C4H8O2
Source: the OMol25 dataset
Level of theory: the ωB97M-V functional and the def2-TZVPD basis

Structure (XYZ):
```
14
C4H8O2 the ωB97M-V functional and the def2-TZVPD basis
C 1.334 -1.058 -0.060
C 0.210 -0.060 -0.254
C 0.436 1.259 0.484
O -0.983 -0.718 0.248
C -2.137 -0.257 -0.240
O -2.261 0.638 -1.038
H 2.278 -0.640 -0.426
H 1.447 -1.291 1.004
H 1.125 -1.986 -0.600
H 0.045 0.141 -1.317
H -0.507 1.662 0.863
H 0.867 2.008 -0.186
H 1.119 1.129 1.329
H -2.972 -0.828 0.193
```

Output
SMILES string: CC(C)OC=O
Energy relative to the best compared isomer or geometry (same formula, charge and spin) in kcal/mol: 10.9
Total energy in a.u.: -307.69505
Net charge: 0
HOMO-LUMO gap in eV: 11.689
LUMO energy in eV: 1.02

Per-atom natural (NBO) charges, elementary charge units:
1. C -0.619
2. C 0.076
3. C -0.634
4. O -0.508
5. C 0.649
6. O -0.591
7. H 0.216
8. H 0.212
9. H 0.219
10. H 0.201
11. H 0.228
12. H 0.221
13. H 0.207
14. H 0.122

Number 1: highest occupied orbital energy -10.10 eV. Number 2: highest occupied orbital energy -9.46 eV. Number 3: highest occupied orbital energy -10.67 eV.